1.
This record from the Open Molecules 2025 dataset describes 8 unconnected molecules or ions with the total composition C2H18F6O7P. The level of theory is ωB97M-V with the def2-TZVPD basis set.

Cartesian coordinates (Å):
1 F -10.58 12.31 -7.39
2 F -8.36 11.81 -7.16
3 O -10.50 13.70 -10.67
4 H -12.40 13.99 -7.09
5 C -5.94 14.31 -8.62
6 C -4.81 14.51 -9.61
7 H -10.13 15.72 -8.02
8 H -13.62 14.88 -7.26
9 P -9.30 13.03 -6.72
10 H -11.35 13.30 -10.47
11 O -8.43 16.72 -5.62
12 H -4.12 13.67 -9.66
13 H -6.58 13.48 -8.92
14 H -7.80 11.56 -3.95
15 O -6.89 11.75 -4.18
16 H -10.00 13.59 -9.85
17 H -6.97 12.16 -5.05
18 H -7.47 16.74 -5.51
19 F -9.04 13.77 -8.15
20 H -6.57 15.20 -8.62
21 F -8.02 13.80 -6.07
22 O -13.27 14.02 -7.51
23 H -4.16 15.35 -9.30
24 H -9.73 17.13 -8.41
25 H -5.62 14.14 -7.59
26 H -12.95 10.85 -5.41
27 H -11.73 11.75 -5.59
28 O -5.30 14.73 -10.93
29 H -8.62 15.78 -5.73
30 H -5.63 15.63 -10.98
31 F -9.63 12.30 -5.33
32 O -12.51 11.61 -5.03
33 F -10.20 14.31 -6.26
34 O -10.50 16.56 -8.35

Output
Total charge = -1
Gap between HOMO and LUMO = 10.88 eV
Largest force on an atom = 0.5 eV Å⁻¹
Highest occupied orbital energy = -8.014 eV

These are the Mulliken partial charges, in e, on atoms 1 to 4:
1. F -0.41
2. F -0.35
3. O -0.68
4. H 0.34


2.
This record from the Open Molecules 2025 dataset describes a molecular structure, CH5CuO3. The level of theory is ωB97M-V with the def2-TZVPD basis set.

Cartesian coordinates (Å):
1 H 3.07 -1.55 1.11
2 O -0.82 -0.66 -0.75
3 H 1.30 2.41 2.43
4 O 2.16 -1.44 1.40
5 Cu 1.00 0.18 0.53
6 O 1.43 1.46 2.35
7 H -1.45 0.17 -2.60
8 H -2.46 -1.04 -1.74
9 H -2.44 0.61 -1.12
10 C -1.79 -0.15 -1.60

Output
Total charge = -2
Gap between HOMO and LUMO = 5.91 eV
Largest force on an atom = 2.4 eV Å⁻¹
Highest occupied orbital energy = 1.097 eV

These are the Mulliken partial charges, in e, on atoms 1 to 4:
1. H 0.12
2. O -0.65
3. H 0.08
4. O -0.90


3.
This record from the Open Molecules 2025 dataset describes a single C4H6O2 molecule. The level of theory is ωB97M-V with the def2-TZVPD basis set.

Cartesian coordinates (Å):
1 C -1.67 -0.27 0.76
2 H -2.05 0.76 0.72
3 C -0.15 -0.29 0.80
4 H 2.42 0.89 -1.36
5 H -2.08 -0.75 1.65
6 H -2.05 -0.79 -0.13
7 H 0.24 -1.32 0.86
8 C 0.49 0.36 -0.40
9 C 2.02 0.40 -0.44
10 O 2.72 -0.05 0.43
11 H 0.24 0.21 1.70
12 O -0.11 0.85 -1.33

Output
Total charge = 0
Gap between HOMO and LUMO = 9.42 eV
Energy relative to the best compared isomer or geometry (same formula, charge and spin) = 21.0 kcal per mole
SMILES = CCC(=O)C=O
Largest force on an atom = 0.6 eV Å⁻¹
Highest occupied orbital energy = -9.863 eV

These are the Mulliken partial charges, in e, on atoms 1 to 4:
1. C -1.18
2. H 0.30
3. C -0.20
4. H 0.37


4.
This record from the Open Molecules 2025 dataset describes 2 unconnected molecules or ions with the total composition C5H9P. The level of theory is ωB97M-V with the def2-TZVPD basis set.

Cartesian coordinates (Å):
1 H -0.54 -2.27 -0.72
2 H 2.91 0.22 -1.69
3 C 2.28 -0.22 -0.94
4 C -0.36 -1.24 -0.97
5 H -0.20 1.85 -0.35
6 H -2.34 2.01 1.97
7 H -1.86 0.24 2.00
8 H -1.09 -0.47 -0.73
9 H -2.33 1.11 0.45
10 C 1.00 -0.75 -0.61
11 H 2.56 -1.29 1.11
12 P 0.02 1.62 1.05
13 H -0.48 -0.99 -2.07
14 C -1.76 1.18 1.32
15 C 2.17 -0.98 0.20

Output
Total charge = 0
Gap between HOMO and LUMO (alpha / beta) = 5.67 / 7.04 eV
Energy relative to the best compared isomer or geometry (same formula, charge and spin) = 125.9 kcal per mole
Largest force on an atom = 5.3 eV Å⁻¹
Highest occupied orbital energy (alpha / beta) = -5.552 / -6.448 eV

These are the Mulliken partial charges, in e, on atoms 1 to 4:
1. H 0.30
2. H 0.36
3. C -0.30
4. C -0.43


5.
This record from the Open Molecules 2025 dataset describes a molecular structure, C40H50F7LuN3O4PS2. The level of theory is ωB97M-V with the def2-TZVPD basis set.

Cartesian coordinates (Å):
1 H 10.86 13.98 17.49
2 H 12.57 9.36 16.97
3 C 13.86 11.07 7.57
4 C 16.15 8.17 14.54
5 H 16.17 13.40 11.44
6 S 8.28 10.68 12.94
7 C 10.77 4.68 13.62
8 C 10.70 12.32 16.12
9 C 11.41 13.16 17.01
10 C 7.37 5.36 13.60
11 H 15.93 11.68 11.20
12 C 11.13 4.55 12.15
13 H 14.59 12.05 16.36
14 H 10.84 8.44 10.16
15 O 11.14 12.10 12.41
16 C 16.59 6.11 9.17
17 C 16.85 10.03 13.27
18 H 8.56 6.29 12.05
19 C 11.41 11.42 15.36
20 H 12.92 6.55 16.40
21 H 16.70 12.72 13.98
22 H 6.70 5.10 12.79
23 H 8.99 4.96 15.73
24 H 17.89 8.11 13.28
25 C 16.03 8.38 9.85
26 C 14.71 13.21 13.62
27 C 14.15 8.70 11.47
28 C 15.65 5.58 10.06
29 H 17.19 5.49 8.49
30 H 9.58 12.27 16.11
31 C 13.51 9.83 11.11
32 H 17.54 12.37 11.71
33 C 13.60 10.22 8.62
34 H 11.94 7.42 10.86
35 H 16.31 7.15 14.88
36 C 16.73 7.48 9.06
37 H 17.51 10.52 12.56
38 H 13.96 8.24 12.43
39 C 12.79 11.35 15.33
40 C 15.81 10.88 13.74
41 F 7.01 8.62 11.72
42 C 17.06 8.72 13.69
43 H 13.45 8.13 18.06
44 H 13.78 12.81 13.25
45 H 13.28 13.58 17.87
46 H 6.74 5.63 14.41
47 F 10.04 11.12 9.88
48 H 14.02 14.03 9.24
49 H 14.27 13.12 6.94
50 H 13.97 6.40 14.88
51 H 14.78 14.19 13.11
52 C 14.02 12.44 7.77
53 H 14.11 9.71 17.74
54 O 7.75 10.54 14.28
55 F 7.24 10.50 10.47
56 S 9.86 12.81 12.02
57 C 8.52 7.01 16.36
58 C 8.40 6.40 13.14
59 H 10.27 4.43 11.42
60 O 9.86 14.22 12.15
61 C 12.78 12.97 17.12
62 H 10.21 3.83 14.01
63 F 10.74 13.16 9.55
64 C 13.43 7.07 15.55
65 C 13.58 12.11 10.14
66 C 15.11 7.90 10.71
67 Lu 11.70 10.02 12.58
68 H 8.67 7.23 17.46
69 H 11.72 5.34 11.66
70 C 6.92 10.01 11.68
71 H 10.33 7.43 11.28
72 H 17.46 7.91 8.36
73 C 13.54 8.91 17.26
74 C 9.78 12.48 10.17
75 C 15.06 8.95 15.07
76 C 16.44 12.42 11.85
77 C 14.28 8.23 16.13
78 H 15.56 4.49 10.07
79 H 12.62 7.51 14.93
80 H 16.24 9.43 9.67
81 H 7.43 6.72 16.34
82 C 15.93 12.33 13.31
83 N 13.36 10.53 14.35
84 H 15.10 7.78 16.72
85 H 11.70 4.77 14.17
86 C 13.61 10.69 9.99
87 H 13.37 9.14 8.49
88 C 13.81 12.95 9.07
89 F 10.70 10.32 14.74
90 C 14.72 10.19 14.44
91 H 14.64 13.43 14.71
92 N 11.15 7.99 11.04
93 C 13.51 12.10 16.33
94 H 8.00 7.37 13.41
95 O 9.44 9.85 12.67
96 C 9.47 5.98 15.76
97 H 14.38 6.10 11.66
98 H 14.03 10.69 6.58
99 F 5.64 10.32 12.03
100 F 8.56 12.84 9.74
101 H 10.39 5.98 16.34
102 H 8.54 7.99 15.88
103 N 8.47 12.25 12.62
104 H 11.68 3.61 12.03
105 H 7.86 4.39 13.86
106 P 10.01 6.31 14.00
107 H 13.46 12.54 11.15
108 C 14.96 6.48 10.86

Output
Total charge = 0
Gap between HOMO and LUMO = 7.27 eV
Energy relative to the best compared isomer or geometry (same formula, charge and spin) = 15.2 kcal per mole
Largest force on an atom = 3.3 eV Å⁻¹
Highest occupied orbital energy = -7.151 eV

These are the Mulliken partial charges, in e, on atoms 1 to 4:
1. H 0.40
2. H 0.15
3. C -0.86
4. C -0.76


6.
This record from the Open Molecules 2025 dataset describes a molecular structure, C6H7ClF9N5O3Pd. The level of theory is ωB97M-V with the def2-TZVPD basis set.

Cartesian coordinates (Å):
1 C 0.98 2.79 -1.51
2 F -1.46 3.96 -2.17
3 N -0.46 -1.64 2.72
4 C -0.83 -2.51 1.76
5 H -1.73 -3.86 3.01
6 C -1.49 3.17 -1.08
7 H -1.69 -4.26 1.30
8 F 2.00 1.93 -1.32
9 C -0.71 1.00 -2.13
10 N -0.44 -2.17 0.54
11 F 0.40 0.42 -2.65
12 N -1.53 -3.60 2.06
13 F 1.25 3.87 -0.79
14 C 2.96 -0.67 0.11
15 H 1.05 -0.34 3.00
16 H 3.60 -0.43 -0.73
17 O -1.07 -4.01 -0.53
18 N 0.26 -0.50 2.38
19 C -0.36 2.10 -1.06
20 N -0.53 -2.91 -0.55
21 H -0.31 0.34 2.25
22 Cl 3.02 0.65 1.27
23 Pd 0.91 -0.28 -0.25
24 F 1.01 3.15 -2.80
25 O -0.01 -2.41 -1.53
26 F -1.42 3.97 -0.02
27 F -2.69 2.58 -1.05
28 H -0.83 -1.75 3.66
29 F -1.44 1.42 -3.16
30 O -0.23 1.57 0.14
31 H 3.21 -1.59 0.62
32 F -1.39 0.02 -1.51

Output
Total charge = 0
Gap between HOMO and LUMO (alpha / beta) = 7.68 / 7.63 eV
Largest force on an atom = 3.3 eV Å⁻¹
Highest occupied orbital energy (alpha / beta) = -8.560 / -8.668 eV

These are the Mulliken partial charges, in e, on atoms 1 to 4:
1. C 0.72
2. F -0.26
3. N -0.23
4. C 0.56


7.
This record from the Open Molecules 2025 dataset describes a molecular structure, C2H3N3O2. The level of theory is ωB97M-V with the def2-TZVPD basis set.

Cartesian coordinates (Å):
1 C 0.64 1.00 0.10
2 H 1.65 -0.45 -0.84
3 H 2.61 0.64 0.07
4 N -0.81 -1.36 0.21
5 C -1.86 -0.86 -0.18
6 N 0.11 1.84 0.89
7 O -2.81 -0.36 -0.63
8 N 1.71 0.21 -0.07
9 O -0.41 1.26 -0.64
10 H -0.79 -2.09 0.90

Output
Total charge = 0
Gap between HOMO and LUMO = 9.98 eV
Energy relative to the best compared isomer or geometry (same formula, charge and spin) = 86.4 kcal per mole
Largest force on an atom = 1.1 eV Å⁻¹
Highest occupied orbital energy = -9.468 eV

These are the Mulliken partial charges, in e, on atoms 1 to 4:
1. C 0.77
2. H 0.25
3. H 0.25
4. N -0.53


8.
This record from the Open Molecules 2025 dataset describes a single C4H8N2 molecule. The level of theory is ωB97M-V with the def2-TZVPD basis set.

Cartesian coordinates (Å):
1 H -0.80 0.95 1.79
2 H -0.33 -0.98 -2.60
3 H 0.91 -1.40 -1.64
4 C 0.26 0.71 1.63
5 C 0.62 0.70 0.15
6 H 0.86 1.45 2.17
7 H 1.61 0.27 0.00
8 N 0.33 -0.62 -1.93
9 H 0.66 1.72 -0.24
10 N -1.81 -1.90 0.48
11 H 0.44 -0.27 2.09
12 C -1.16 -1.09 -0.04
13 C -0.37 -0.07 -0.77
14 H -1.10 0.65 -1.14

Output
Total charge = 0
Gap between HOMO and LUMO = 11.23 eV
Energy relative to the best compared isomer or geometry (same formula, charge and spin) = 7.4 kcal per mole
SMILES = CC[C@@H](N)C#N
Largest force on an atom = 1.1 eV Å⁻¹
Highest occupied orbital energy = -10.354 eV

These are the Mulliken partial charges, in e, on atoms 1 to 4:
1. H 0.35
2. H 0.27
3. H 0.26
4. C -1.24


Among the records above, which one has the lowest largest force on an atom?
C2H18F6O7P


Copy entry 1 word for word.
This record from the Open Molecules 2025 dataset describes 8 unconnected molecules or ions with the total composition C2H18F6O7P. The level of theory is ωB97M-V with the def2-TZVPD basis set.

Cartesian coordinates (Å):
1 F -10.58 12.31 -7.39
2 F -8.36 11.81 -7.16
3 O -10.50 13.70 -10.67
4 H -12.40 13.99 -7.09
5 C -5.94 14.31 -8.62
6 C -4.81 14.51 -9.61
7 H -10.13 15.72 -8.02
8 H -13.62 14.88 -7.26
9 P -9.30 13.03 -6.72
10 H -11.35 13.30 -10.47
11 O -8.43 16.72 -5.62
12 H -4.12 13.67 -9.66
13 H -6.58 13.48 -8.92
14 H -7.80 11.56 -3.95
15 O -6.89 11.75 -4.18
16 H -10.00 13.59 -9.85
17 H -6.97 12.16 -5.05
18 H -7.47 16.74 -5.51
19 F -9.04 13.77 -8.15
20 H -6.57 15.20 -8.62
21 F -8.02 13.80 -6.07
22 O -13.27 14.02 -7.51
23 H -4.16 15.35 -9.30
24 H -9.73 17.13 -8.41
25 H -5.62 14.14 -7.59
26 H -12.95 10.85 -5.41
27 H -11.73 11.75 -5.59
28 O -5.30 14.73 -10.93
29 H -8.62 15.78 -5.73
30 H -5.63 15.63 -10.98
31 F -9.63 12.30 -5.33
32 O -12.51 11.61 -5.03
33 F -10.20 14.31 -6.26
34 O -10.50 16.56 -8.35

Output
Total charge = -1
Gap between HOMO and LUMO = 10.88 eV
Largest force on an atom = 0.5 eV Å⁻¹
Highest occupied orbital energy = -8.014 eV

These are the Mulliken partial charges, in e, on atoms 1 to 4:
1. F -0.41
2. F -0.35
3. O -0.68
4. H 0.34


The lowest largest force on an atom belongs to which entry?
C2H18F6O7P